A molecular structure, C35H105CsO18 in a non-equilibrium geometry. Source: the Open Molecules 2025 dataset; level of theory: ωB97M-V/def2-TZVPD.

Calculated values
**HOMO-LUMO gap**: 0.3269 hartree
**F_max**: 2.10 eV/A
**Relative energy (zero: lowest compared OMol25 entry of this formula, charge and spin)**: 0.0 kcal/mol
**E_HOMO**: -8.970 eV

Structure (ORCA input):
```
! RIJCOSX wB97M-V def2-TZVPD def2/J DEFGRID3
* xyz 0 1
H 2.4830 -2.9436 -0.9517
H -2.1398 2.7560 -5.4715
H 5.0911 0.9061 -1.0714
C -2.8740 2.8706 3.5484
H 1.9574 0.5477 5.7154
O 4.0237 2.5820 2.1031
H -3.2800 2.4808 -1.8420
H 4.6259 -0.6066 -1.7937
H -2.7608 -4.3842 -1.6930
O -2.4005 -1.1465 3.2501
H -1.8382 -3.4831 -6.2589
C -2.9303 -4.7081 -0.6661
H 3.7418 0.4269 5.5508
H 0.8228 -4.4825 0.4012
H -1.4734 5.1340 -3.0876
H -0.6649 -0.1654 -1.5863
C -0.4540 -0.2432 -0.5197
O 1.8285 -2.4913 -6.2352
H 7.0332 5.0963 -2.3346
H -4.9766 -2.3661 5.1294
C 2.0107 -3.2293 -1.8916
H -2.1054 3.2786 1.5964
H 1.7717 -0.9720 3.0602
Cs 0.9873 3.4935 1.9759
H -4.8990 2.8240 -2.4711
H -2.3015 3.0326 -3.7702
H -6.1864 0.0624 3.6809
O 3.8589 4.0558 -2.0199
C 3.0500 -0.4434 -6.2550
H -3.8251 3.4009 3.5961
H -0.4076 -1.5925 3.6625
C -2.1503 2.2452 -4.5086
H 4.0689 -0.1482 -0.1375
H 0.9753 -3.5177 -1.7105
H -3.9697 -0.8081 4.0974
C -2.5744 2.4747 2.1639
C 1.7685 -1.1308 -6.6409
H -4.8425 5.0628 -1.5249
O -6.9339 0.2409 3.1057
C -0.8080 -4.0345 -4.7832
H 2.8487 -6.8822 2.8159
C -3.9267 4.4989 -1.7024
H -1.2507 1.2106 1.5023
H 0.1712 -4.4806 -4.6090
H -0.9661 -2.2980 2.2666
H -4.6713 2.7263 -0.6921
H 1.6667 0.5593 1.0231
H -3.5452 4.8405 -2.6646
C 4.2665 0.1979 -1.1520
H 1.7051 -1.0784 -7.7278
H 2.3202 0.0491 -2.1317
H 0.1577 5.5124 -3.5069
H 3.8608 2.8032 5.0848
H 5.5344 5.9776 -1.8230
H -4.0354 -1.4190 6.2715
H 5.5880 3.3770 -1.1686
H -1.1634 -3.6864 0.1475
H -2.0544 3.4506 3.9727
O 0.0894 0.9263 0.1115
H 3.4226 3.2654 -1.6933
H 3.1458 0.5092 -6.7760
H 5.8149 5.4260 -3.4738
H -2.9568 0.3336 -5.0872
C -3.2082 1.1655 -4.4293
O 2.0737 -6.3166 2.7824
C 3.0938 2.4064 5.7499
C 1.8385 -5.9916 1.4422
H 7.1493 3.8011 2.3609
C 0.9233 -4.7735 1.4468
H 5.6222 4.6822 2.2202
C 3.7275 -1.4104 2.4607
H 0.9244 -2.8073 -6.3016
H 3.6711 -2.2488 3.1551
H -2.5756 -2.7154 0.1720
H 0.9159 -0.5472 -6.2937
O 2.3941 0.4322 1.6366
C -2.2398 -3.7432 0.3096
H 1.3974 -6.8064 0.8681
O 2.5713 1.8253 -1.0541
H -4.7440 -0.2506 1.5740
H -0.3886 2.6269 -0.7702
H -0.4690 -2.0844 -3.9017
C -5.6290 0.1884 1.1133
O 1.9376 3.1747 5.4873
O -2.4440 -5.9984 -0.4424
H 1.8528 -1.5418 1.3581
H 1.0883 3.9452 -1.8471
H 2.7485 0.9220 4.1965
C -1.1644 -2.9175 -3.7997
C 2.3242 -0.9233 2.1219
H 3.4172 1.2598 -2.8170
H -3.4424 2.1227 1.6064
H 5.4119 3.0933 -2.9058
H 3.3554 2.4202 6.8079
H -1.1713 1.8003 -4.3301
H -1.4436 -0.4560 -0.1156
H -6.3912 -1.5068 7.1476
C -6.2363 -0.9615 6.2166
H -0.7531 -4.0016 4.0418
C 0.0303 3.9387 -2.1092
C 2.8513 0.9937 5.2793
O 2.8528 -5.4664 -1.8449
C 6.0826 3.7628 2.5818
H 5.6634 2.4310 0.9162
H -0.4780 6.1041 -1.9740
C -1.6255 -3.3495 4.0856
H -1.5847 -4.7991 -4.7777
O -0.9068 -3.4328 -6.0316
H 1.7856 1.4725 -0.6301
H 1.9614 -2.2538 -2.3756
C 5.9492 5.1679 -2.4234
H -2.1911 4.4378 -0.9020
O -0.6637 3.5248 -0.9700
H 1.2788 2.8935 6.1264
H -5.8605 1.8429 2.3995
C -4.2148 3.0045 -1.6420
H 3.7758 -5.7283 -1.8135
H -1.7959 -3.1663 5.1466
H -7.3415 1.3019 1.4255
H 1.3944 -3.9273 1.9469
O -3.0072 4.9065 -0.7124
H 5.9600 3.7383 3.6646
C -1.3123 -2.0586 3.2721
C -0.4785 5.2567 -2.6596
H -3.2351 0.7694 -3.4142
H -5.0994 0.9102 -4.6344
H 3.8054 -3.9025 -2.8970
H -2.0811 -0.2919 2.9515
H -0.0884 -4.9744 1.7992
C 5.3967 2.5233 1.9691
H 5.7779 1.6054 2.4165
H -6.1796 -0.6649 0.7171
H -7.0802 -1.1452 5.5516
H -2.1762 -2.5130 -3.8251
H 3.1854 -0.2658 -5.1882
H 2.2886 -4.4797 -3.5122
O -4.7315 -0.4587 4.5655
H -6.2477 0.1021 6.4549
H -4.0160 -4.6817 -0.5730
H -3.0936 2.0273 4.2031
C 5.2555 3.8191 -2.1078
C 3.0873 0.7857 -1.8926
C -4.8946 -1.3870 5.6015
O -4.4977 1.6401 -4.7981
H 3.9386 -0.9779 -6.5910
H -5.2373 0.7331 0.2543
H 0.1763 -1.1281 -0.4317
O -1.6349 1.4238 2.3559
H -0.9929 -3.3005 -2.7937
H -0.0413 3.0850 -2.7831
H -2.4505 -3.9546 3.7100
H 4.2832 -0.6421 2.9984
H 4.3191 -1.6890 1.5887
H 2.8094 -5.7852 0.9919
C -6.4800 1.0244 2.0329
H -2.5225 -4.0045 1.3293
H -1.5781 -6.0688 -0.8509
C 2.8291 -4.2759 -2.5879
H 3.6188 1.7890 1.7441
*
```